# 1
{"formula": "C38H40F6N11O6S4Y", "method": "ωB97M-V/def2-TZVPD", "gap_ev": 8.09, "charge": 2, "multiplicity": 1, "symbols": ["Y", "N", "C", "C", "C", "C", "C", "C", "N", "C", "C", "C", "S", "C", "N", "H", "H", "H", "H", "H", "H", "H", "F", "C", "F", "F", "S", "O", "O", "N", "S", "O", "O", "C", "F", "F", "F", "C", "C", "N", "C", "C", "N", "C", "N", "N", "N", "C", "C", "C", "C", "C", "C", "H", "H", "H", "H", "H", "H", "H", "H", "H", "H", "H", "C", "C", "C", "N", "C", "S", "N", "C", "O", "C", "C", "C", "C", "C", "C", "H", "H", "H", "H", "H", "H", "H", "H", "H", "H", "H", "H", "H", "H", "C", "C", "C", "O", "C", "H", "H", "H", "H", "H", "H", "H", "H"], "xyz": [[0.608, -1.760, 0.583], [5.004, -2.002, 1.697], [4.915, -0.722, 2.219], [5.883, 0.125, 2.745], [5.443, 1.354, 3.187], [4.088, 1.716, 3.111], [3.136, 0.867, 2.588], [3.564, -0.377, 2.126], [2.859, -1.444, 1.553], [3.767, -2.375, 1.321], [3.424, -3.654, 0.725], [4.187, -4.774, 0.616], [3.272, -6.024, -0.094], [1.936, -4.985, -0.204], [2.137, -3.775, 0.249], [5.845, -2.546, 1.593], [6.923, -0.162, 2.809], [6.153, 2.052, 3.608], [3.787, 2.685, 3.484], [2.093, 1.140, 2.563], [5.206, -4.933, 0.929], [0.992, -5.319, -0.598], [-2.073, -5.340, -2.744], [-1.072, -4.504, -2.898], [0.085, -5.168, -2.856], [-1.169, -3.855, -4.039], [-1.055, -3.286, -1.509], [0.081, -2.378, -1.741], [-0.843, -3.979, -0.249], [-2.455, -2.644, -1.693], [-2.673, -1.250, -0.959], [-1.619, -1.081, 0.059], [-4.011, -1.063, -0.538], [-2.333, 0.000, -2.335], [-1.193, 0.642, -2.083], [-2.202, -0.660, -3.476], [-3.329, 0.845, -2.430], [2.342, -0.852, -2.799], [1.865, 0.253, -1.924], [1.426, 0.138, -0.678], [1.128, 1.421, -0.249], [1.378, 2.301, -1.241], [1.841, 1.549, -2.300], [2.072, 2.104, -3.631], [0.828, 2.411, -4.271], [0.108, 3.458, -3.785], [-1.087, 3.390, -4.212], [-1.213, 2.260, -4.999], [-2.312, 1.761, -5.705], [-2.119, 0.602, -6.418], [-0.868, -0.049, -6.444], [0.222, 0.432, -5.754], [0.016, 1.604, -5.023], [2.457, -1.763, -2.217], [3.308, -0.607, -3.240], [1.629, -1.059, -3.598], [0.754, 1.602, 0.739], [1.253, 3.368, -1.313], [2.617, 1.384, -4.236], [2.658, 3.014, -3.530], [-3.260, 2.280, -5.694], [-2.936, 0.180, -6.988], [-0.762, -0.946, -7.039], [1.185, -0.056, -5.816], [-3.882, 2.223, 4.534], [-4.351, 2.264, 3.086], [-4.227, 0.926, 2.367], [-2.896, 0.294, 2.468], [-1.697, 0.791, 2.329], [-0.306, -0.109, 2.802], [-1.517, 2.069, 1.872], [-2.109, 2.555, 0.681], [-2.861, 1.854, 0.052], [-1.661, 3.899, 0.268], [-1.786, 4.225, -1.081], [-1.369, 5.465, -1.529], [-0.843, 6.382, -0.628], [-0.733, 6.067, 0.721], [-1.138, 4.822, 1.174], [-4.066, 3.177, 5.025], [-2.812, 2.017, 4.610], [-4.411, 1.453, 5.097], [-3.833, 3.055, 2.541], [-5.410, 2.524, 3.040], [-4.494, 1.008, 1.314], [-4.900, 0.204, 2.828], [-2.894, -0.673, 2.756], [-0.634, 2.487, 2.127], [-2.203, 3.503, -1.770], [-1.457, 5.705, -2.580], [-0.524, 7.355, -0.977], [-0.344, 6.795, 1.418], [-1.083, 4.585, 2.230], [-1.195, -3.572, 4.266], [0.193, -4.135, 4.586], [1.065, -3.632, 3.436], [0.149, -3.199, 2.390], [-1.204, -3.581, 2.754], [-1.293, -2.551, 4.637], [-1.996, -4.177, 4.684], [0.173, -5.224, 4.608], [0.565, -3.788, 5.547], [1.707, -4.412, 3.023], [1.672, -2.770, 3.712], [-1.412, -4.567, 2.335], [-1.877, -2.853, 2.300]]}



# 2
{"formula": "C42H70N2O14", "method": "ωB97M-V/def2-TZVPD", "gap_ev": 9.26, "charge": 0, "multiplicity": 1, "symbols": ["O", "N", "O", "C", "C", "C", "C", "C", "C", "H", "H", "H", "H", "H", "O", "N", "O", "C", "C", "C", "C", "C", "C", "H", "H", "H", "H", "H", "C", "C", "C", "O", "H", "H", "H", "H", "H", "H", "C", "C", "C", "O", "H", "H", "H", "H", "H", "H", "C", "C", "C", "O", "H", "H", "H", "H", "H", "H", "C", "C", "C", "O", "H", "H", "H", "H", "H", "H", "C", "C", "C", "O", "H", "H", "H", "H", "H", "H", "C", "C", "C", "O", "H", "H", "H", "H", "H", "H", "C", "C", "C", "O", "H", "H", "H", "H", "H", "H", "C", "C", "C", "O", "H", "H", "H", "H", "H", "H", "C", "C", "C", "O", "H", "H", "H", "H", "H", "H", "C", "C", "C", "O", "H", "H", "H", "H", "H", "H"], "xyz": [[-7.021, -2.303, 11.395], [-7.643, -2.556, 12.393], [-7.133, -2.769, 13.461], [-9.115, -2.568, 12.338], [-9.806, -2.552, 13.549], [-11.182, -2.589, 13.490], [-11.874, -2.558, 12.281], [-11.122, -2.584, 11.109], [-9.738, -2.485, 11.104], [-9.237, -2.606, 14.464], [-11.746, -2.685, 14.411], [-12.953, -2.614, 12.227], [-11.692, -2.663, 10.190], [-9.124, -2.526, 10.215], [-8.237, 0.670, 13.845], [-7.706, 0.675, 12.760], [-6.589, 0.307, 12.516], [-8.533, 1.112, 11.618], [-9.415, 2.173, 11.787], [-10.006, 2.673, 10.643], [-9.869, 1.975, 9.447], [-9.116, 0.806, 9.331], [-8.340, 0.445, 10.425], [-9.574, 2.605, 12.764], [-10.597, 3.578, 10.653], [-10.387, 2.359, 8.576], [-9.088, 0.292, 8.381], [-7.588, -0.330, 10.379], [-17.388, -1.619, 13.973], [-16.554, -2.618, 13.241], [-17.328, -3.797, 12.630], [-15.352, -2.616, 13.156], [-17.003, -1.484, 14.990], [-18.376, -2.017, 14.208], [-17.494, -0.670, 13.451], [-18.157, -4.114, 13.265], [-16.728, -4.706, 12.592], [-17.657, -3.472, 11.642], [-6.112, -6.506, 8.471], [-6.761, -5.304, 7.806], [-7.287, -4.291, 8.790], [-6.945, -5.234, 6.612], [-5.604, -6.224, 9.388], [-5.476, -7.095, 7.811], [-6.981, -7.154, 8.634], [-8.174, -3.761, 8.464], [-6.472, -3.588, 9.012], [-7.401, -4.727, 9.783], [-5.630, -2.115, 6.075], [-5.601, -1.742, 7.533], [-4.467, -2.246, 8.410], [-6.475, -1.056, 8.025], [-5.850, -3.191, 6.119], [-4.763, -1.814, 5.493], [-6.500, -1.696, 5.568], [-4.052, -3.189, 8.059], [-4.980, -2.350, 9.368], [-3.679, -1.503, 8.508], [-13.012, 0.482, 9.617], [-13.647, 1.176, 10.788], [-13.924, 0.307, 12.003], [-14.000, 2.334, 10.773], [-13.484, -0.504, 9.616], [-11.948, 0.311, 9.800], [-13.112, 0.986, 8.661], [-14.825, 0.596, 12.540], [-13.073, 0.323, 12.686], [-14.093, -0.727, 11.700], [-10.989, -1.982, 19.058], [-9.703, -1.225, 18.759], [-8.989, -1.550, 17.458], [-9.287, -0.357, 19.482], [-11.234, -1.658, 20.066], [-10.644, -3.017, 19.017], [-11.713, -1.743, 18.285], [-8.183, -0.826, 17.341], [-9.666, -1.462, 16.605], [-8.525, -2.534, 17.365], [-9.191, -5.838, 16.753], [-10.608, -5.411, 16.937], [-11.432, -6.024, 18.039], [-11.116, -4.581, 16.218], [-9.042, -6.866, 16.431], [-8.621, -5.655, 17.668], [-8.760, -5.159, 16.014], [-10.864, -6.578, 18.786], [-12.133, -6.706, 17.551], [-12.043, -5.298, 18.575], [-10.557, -6.179, 12.225], [-9.518, -6.301, 11.097], [-10.044, -6.705, 9.742], [-8.338, -6.205, 11.310], [-9.987, -6.199, 13.153], [-11.248, -7.013, 12.115], [-11.054, -5.210, 12.180], [-9.400, -6.257, 8.986], [-11.057, -6.422, 9.458], [-10.101, -7.798, 9.736], [-13.780, -5.285, 10.252], [-14.859, -4.674, 9.390], [-15.168, -3.219, 9.476], [-15.274, -5.338, 8.458], [-13.413, -4.624, 11.037], [-12.964, -5.706, 9.674], [-14.229, -6.163, 10.728], [-16.150, -2.995, 9.070], [-14.382, -2.622, 9.012], [-15.121, -2.989, 10.550], [-9.354, -2.647, 6.263], [-10.031, -3.835, 6.882], [-10.296, -5.025, 5.986], [-10.569, -3.757, 7.965], [-8.764, -2.052, 6.961], [-10.037, -2.033, 5.675], [-8.626, -2.993, 5.519], [-11.331, -5.321, 6.141], [-9.588, -5.818, 6.234], [-10.125, -4.783, 4.939], [-13.485, -0.295, 15.605], [-14.209, -0.991, 16.739], [-14.273, -0.324, 18.075], [-14.681, -2.099, 16.599], [-14.156, -0.220, 14.744], [-12.451, -0.538, 15.394], [-13.588, 0.781, 15.825], [-14.392, -1.072, 18.853], [-15.199, 0.260, 18.107], [-13.411, 0.337, 18.157]]}



# 3
{"formula": "C19H29N3O2", "method": "ωB97M-V/def2-TZVPD", "gap_ev": 9.40, "charge": 0, "multiplicity": 1, "symbols": ["C", "C", "N", "C", "C", "C", "C", "N", "C", "O", "C", "C", "C", "C", "O", "N", "C", "C", "C", "C", "C", "C", "C", "C", "H", "H", "H", "H", "H", "H", "H", "H", "H", "H", "H", "H", "H", "H", "H", "H", "H", "H", "H", "H", "H", "H", "H", "H", "H", "H", "H", "H", "H"], "xyz": [[1.826, 0.603, 2.557], [0.562, -0.218, 2.806], [0.262, -1.084, 1.675], [1.010, -2.332, 1.677], [0.532, -3.416, 2.650], [-1.153, -1.231, 1.384], [-1.368, -1.653, -0.071], [-0.479, -0.879, -0.906], [-0.179, -1.211, -2.167], [-0.713, -2.114, -2.781], [0.966, -0.388, -2.785], [2.312, -1.010, -2.364], [2.733, -0.172, -1.159], [2.024, 1.155, -1.369], [2.257, 2.203, -0.805], [1.052, 0.965, -2.289], [0.248, 2.027, -2.838], [-1.251, 1.871, -2.570], [-1.690, 1.949, -1.130], [-0.916, 2.505, -0.120], [-1.404, 2.594, 1.174], [-2.672, 2.130, 1.479], [-3.450, 1.568, 0.480], [-2.961, 1.479, -0.809], [1.729, 1.188, 1.646], [2.702, -0.035, 2.467], [1.989, 1.283, 3.389], [-0.274, 0.472, 2.940], [0.673, -0.785, 3.742], [2.047, -2.083, 1.911], [0.989, -2.738, 0.661], [-0.436, -3.812, 2.355], [1.247, -4.234, 2.655], [0.454, -3.024, 3.662], [-1.617, -0.251, 1.518], [-1.669, -1.941, 2.048], [-2.411, -1.472, -0.354], [-1.163, -2.717, -0.227], [0.025, -0.147, -0.427], [0.831, -0.399, -3.872], [2.208, -2.069, -2.134], [3.037, -0.906, -3.172], [3.809, -0.022, -1.089], [2.388, -0.604, -0.218], [0.626, 2.961, -2.416], [0.401, 2.053, -3.924], [-1.589, 0.919, -2.990], [-1.764, 2.665, -3.123], [0.077, 2.874, -0.321], [-0.787, 3.033, 1.944], [-3.053, 2.206, 2.488], [-4.441, 1.200, 0.708], [-3.574, 1.042, -1.585]]}



- What is the formula in the third record?
  C19H29N3O2